{
  "formula": "C4H6OS",
  "method": "wB97M-V/def2-TZVPD",
  "smiles": "C=COC(C)=S",
  "lumo_energy_ev": 0.1,
  "de_lowest_kj_mol": 201.45,
  "homo_lumo_gap_ev": 9.1,
  "elements": ["C", "C", "C", "C", "H", "H", "H", "H", "H", "H", "O", "S"],
  "xyz": [[-1.876, 1.084, -0.036], [-1.060, -0.162, 0.049], [1.180, -0.720, -0.007], [2.489, -0.443, -0.066], [-2.884, 0.753, 0.061], [-1.579, 1.762, -0.909], [-1.521, 1.595, 0.864], [0.579, -1.632, 0.239], [3.201, -1.355, 0.054], [2.788, 0.573, -0.071], [0.240, 0.224, -0.105], [-1.557, -1.678, -0.071]],
  "atomic_forces_ev_per_a": [[1.367, 0.326, 0.313], [0.893, 1.215, -2.446], [0.783, -1.630, 0.750], [-0.515, -3.071, 0.643], [-0.931, 0.534, -0.244], [-0.673, -1.305, 1.059], [-0.556, 0.513, 0.051], [1.973, -0.097, -0.534], [-1.201, 2.128, -0.237], [0.643, 0.651, -0.377], [-0.786, 1.560, 0.487], [-0.997, -0.824, 0.534]],
  "lowdin_charge": [-0.0717, -0.8568, -0.2718, 0.0412, 0.0581, 0.1275, 0.0907, 0.0300, 0.0967, 0.0434, -0.0915, 0.8044]
}

---

{
  "formula": "C4H6OS",
  "method": "wB97M-V/def2-TZVPD",
  "smiles": "CC(=O)CC=S",
  "lumo_energy_ev": -0.5,
  "de_lowest_kj_mol": 122.64,
  "homo_lumo_gap_ev": 8.5,
  "elements": ["C", "C", "C", "C", "H", "H", "H", "H", "H", "H", "O", "S"],
  "xyz": [[-0.884, -0.479, -1.325], [0.289, 0.370, -0.884], [0.583, 0.714, 0.640], [0.245, -0.354, 1.624], [-1.737, -0.003, -0.877], [-0.993, -0.435, -2.423], [-0.803, -1.462, -0.974], [0.086, 1.687, 0.761], [1.626, 0.917, 0.727], [-0.810, -0.597, 1.785], [1.120, 0.759, -1.661], [1.280, -1.117, 2.606]],
  "atomic_forces_ev_per_a": [[0.102, 2.229, -0.680], [1.471, -0.557, 0.472], [-0.779, -0.450, -1.055], [-0.510, 0.173, 0.854], [-0.814, -0.086, 0.224], [0.247, -0.115, 0.596], [0.149, -1.501, 0.562], [-0.359, -0.337, 0.505], [0.813, 0.110, -0.286], [0.038, 0.053, -0.392], [-0.270, 0.224, -0.276], [-0.088, 0.256, -0.524]],
  "lowdin_charge": [-0.0046, -0.4119, -0.1898, -0.6842, 0.0802, 0.0996, 0.0656, 0.1300, 0.0867, 0.0475, 0.0837, 0.6970]
}

---

{
  "formula": "C4H6OS2",
  "method": "wB97M-V/def2-TZVPD",
  "lumo_energy_ev": [-0.6, 0.2],
  "de_lowest_kj_mol": 474.78,
  "homo_lumo_gap_ev": [6.5, 9.4],
  "elements": ["C", "C", "C", "C", "O", "S", "S", "H", "H", "H", "H", "H", "H"],
  "xyz": [[-1.556, -0.443, -0.150], [-0.951, 0.809, 0.509], [-0.336, -1.494, -0.370], [1.514, -0.037, 0.428], [0.827, -1.243, 0.527], [0.646, 1.352, -0.220], [3.299, 0.005, -0.085], [-2.298, -0.798, 0.520], [-1.991, -0.172, -1.168], [-1.681, 1.582, 0.595], [-0.595, 0.547, 1.449], [0.013, -1.412, -1.434], [3.108, 1.304, -0.601]],
  "atomic_forces_ev_per_a": [[2.338, -0.368, -1.476], [0.414, -0.547, -1.525], [0.692, 3.439, -0.222], [0.295, -0.267, -1.008], [-1.045, -0.218, -0.621], [-0.753, -0.209, -0.007], [-1.707, 1.081, -0.165], [-0.847, -0.549, 0.403], [0.469, -0.621, 1.270], [-0.238, 0.795, -0.129], [0.066, -0.440, 2.036], [-0.198, -0.658, 0.917], [0.514, -1.437, 0.526]],
  "lowdin_charge": [-0.1959, -0.4532, 0.0232, -0.9343, -0.2391, 0.8410, 0.6638, 0.0819, 0.1235, 0.0748, 0.0411, 0.1035, -0.1304]
}

---

{
  "formula": "C4H6S",
  "method": "wB97M-V/def2-TZVPD",
  "smiles": "C1=CCSC1",
  "lumo_energy_ev": 1.0,
  "de_lowest_kj_mol": 92.15,
  "homo_lumo_gap_ev": 9.4,
  "elements": ["C", "C", "C", "C", "H", "H", "H", "H", "H", "H", "S"],
  "xyz": [[-0.358, -1.368, 0.047], [0.423, 1.344, 0.095], [-1.095, 0.930, -0.049], [-1.457, -0.398, 0.050], [-0.397, -2.136, -0.716], [0.019, -1.760, 1.054], [0.668, 1.972, -0.846], [0.522, 1.797, 1.091], [-1.854, 1.712, -0.189], [-2.505, -0.472, -0.208], [1.154, -0.260, -0.065]],
  "atomic_forces_ev_per_a": [[2.009, 0.303, 2.270], [-2.860, -0.136, -1.889], [0.167, -1.194, 0.643], [0.232, 4.172, -1.102], [0.140, 0.036, -0.099], [-1.773, -0.352, -1.226], [-0.096, -0.541, 2.013], [0.497, 0.202, -0.582], [0.347, -0.339, 0.161], [-0.119, -1.185, 0.404], [1.457, -0.966, -0.595]],
  "lowdin_charge": [-0.4319, -0.5059, -0.1640, -0.1918, 0.0712, 0.0727, 0.0943, 0.0690, 0.0938, 0.0931, 0.7995]
}

---

{
  "formula": "C4H6S",
  "method": "wB97M-V/def2-TZVPD",
  "spin_multiplicity": 3,
  "lumo_energy_ev": [1.0, -1.9],
  "de_lowest_kj_mol": 94.90,
  "homo_lumo_gap_ev": [6.7, 7.3],
  "s_squared": 2.007,
  "elements": ["C", "C", "C", "C", "S", "H", "H", "H", "H", "H", "H"],
  "xyz": [[1.255, 0.028, 0.459], [0.250, 1.000, 0.391], [0.494, -0.897, -0.418], [-0.529, 0.204, -0.604], [-2.230, -0.297, 0.211], [2.278, -0.152, 0.780], [-0.018, 1.781, 1.004], [1.067, -1.113, -1.322], [0.263, -1.830, 0.085], [-0.671, 0.388, -1.658], [-2.158, 0.887, 1.072]],
  "atomic_forces_ev_per_a": [[4.007, -4.047, 0.857], [-2.308, 2.468, -2.225], [1.350, -0.876, 0.267], [-1.641, -0.859, 0.859], [1.214, 2.665, 0.837], [-0.235, 0.832, -0.037], [-0.819, 1.476, 1.300], [-0.078, -0.194, -0.207], [-0.593, -0.282, -0.234], [-0.440, 0.883, -0.061], [-0.457, -2.067, -1.356]],
  "lowdin_charge": [-0.0923, -0.1239, -0.2369, -0.5509, 0.6318, 0.0944, 0.0571, 0.1162, 0.1013, 0.0873, -0.0840]
}

---

{
  "formula": "C4H6S2",
  "method": "wB97M-V/def2-TZVPD",
  "smiles": "S=C1CCSC1",
  "lumo_energy_ev": -0.7,
  "de_lowest_kj_mol": 222.12,
  "homo_lumo_gap_ev": 8.0,
  "elements": ["C", "C", "C", "C", "H", "H", "H", "H", "H", "H", "S", "S"],
  "xyz": [[-0.297, 0.004, -0.592], [-1.204, -0.639, 0.466], [-0.111, -1.284, 1.347], [0.855, 0.899, -0.103], [-1.889, -1.347, 0.189], [-1.905, 0.113, 1.010], [-0.044, -2.353, 0.902], [-0.198, -1.600, 2.537], [0.490, 1.981, -0.301], [1.738, 0.568, -0.751], [-0.774, 0.391, -2.099], [1.171, 0.156, 1.455]],
  "atomic_forces_ev_per_a": [[-2.522, 2.731, -1.454], [1.649, 2.156, 2.507], [-0.265, -1.076, 2.753], [0.040, -1.528, -1.977], [-1.332, -1.846, -1.620], [1.738, -0.547, -0.846], [1.466, 1.872, 0.191], [-0.538, 1.331, -2.954], [1.097, -1.747, 1.065], [-1.210, 1.289, 0.499], [-0.205, -1.155, -0.148], [0.082, -1.480, 1.984]],
  "lowdin_charge": [-0.8439, -0.2954, -0.4332, -0.6073, 0.0642, 0.1564, 0.1016, 0.1173, 0.1142, 0.0853, 0.7349, 0.8058]
}

---

{
  "formula": "C4H6Se",
  "method": "wB97M-V/def2-TZVPD",
  "lumo_energy_ev": 0.8,
  "de_lowest_kj_mol": 60.96,
  "homo_lumo_gap_ev": 9.7,
  "elements": ["C", "C", "C", "C", "Se", "H", "H", "H", "H", "H", "H"],
  "xyz": [[1.082, -0.160, 0.280], [0.782, 0.479, -0.949], [0.095, -0.954, 0.761], [-0.424, 0.154, -1.478], [-1.316, -1.115, -0.463], [2.013, -0.006, 0.800], [1.462, 1.168, -1.422], [-1.354, 0.399, 1.376], [0.114, -1.560, 1.648], [-0.870, 0.559, -2.369], [-1.583, 1.037, 1.818]],
  "atomic_forces_ev_per_a": [[-0.252, -0.208, 0.436], [-0.272, 0.094, -0.317], [0.339, -0.808, -0.760], [0.082, 0.027, -0.087], [0.344, -0.046, 0.057], [0.081, 0.053, 0.149], [0.020, 0.145, -0.082], [-0.777, 2.066, 1.447], [0.003, -0.019, 0.133], [0.025, -0.057, -0.109], [0.408, -1.245, -0.867]],
  "lowdin_charge": [-0.2289, -0.2207, -0.4902, -0.4283, 1.0287, 0.1025, 0.0996, -0.0385, 0.0570, 0.0492, 0.0694]
}

---

{
  "formula": "C4H7BF2N5O6P",
  "method": "wB97M-V/def2-TZVPD",
  "lumo_energy_ev": -1.3,
  "de_lowest_kj_mol": 256.41,
  "homo_lumo_gap_ev": 8.0,
  "elements": ["N", "P", "O", "N", "O", "C", "N", "C", "N", "N", "H", "H", "H", "H", "H", "H", "H", "B", "O", "C", "O", "C", "O", "O", "F", "F"],
  "xyz": [[-0.678, 0.623, 2.392], [0.090, 2.189, 2.246], [1.181, 2.302, 3.578], [1.113, 2.297, 0.787], [1.334, 3.536, 0.243], [1.739, 1.274, 0.171], [1.666, -0.099, 0.577], [2.444, -0.771, -0.403], [2.977, 0.164, -1.318], [2.575, 1.422, -0.995], [-1.253, 0.363, 1.573], [-1.170, 0.497, 3.281], [0.865, 1.647, 4.242], [0.496, 3.836, -0.174], [2.531, -1.893, -0.346], [3.561, -0.155, -2.093], [2.832, 2.284, -1.495], [-2.172, -2.838, -2.288], [-1.866, -1.408, -2.084], [-2.393, -1.051, -0.923], [-2.318, 0.064, -0.456], [-3.064, -2.208, -0.308], [-3.640, -2.213, 0.752], [-2.940, -3.264, -1.103], [-0.960, -3.588, -2.387], [-2.951, -3.009, -3.468]],
  "atomic_forces_ev_per_a": [[1.524, 0.891, -0.690], [-1.783, 1.681, 2.202], [-1.511, -1.569, -1.392], [0.791, -3.144, -0.257], [-0.260, 0.536, -0.342], [1.582, -2.177, -1.512], [2.493, 1.487, -3.929], [-1.656, 4.159, 1.582], [-0.635, -3.855, 1.624], [-1.994, -0.290, 2.631], [0.152, 0.138, 0.461], [0.163, 0.233, -0.524], [0.610, 0.374, -0.380], [0.330, -0.345, 0.382], [0.246, 1.563, -0.645], [-0.330, 0.974, 0.150], [-0.175, -0.873, 0.361], [0.278, -1.654, -1.942], [-0.273, 0.408, 0.921], [1.278, 1.799, -1.502], [0.205, -0.015, 0.368], [-1.418, -2.479, 1.177], [0.335, 0.372, -0.255], [0.117, 0.902, 0.380], [-0.789, 0.676, 0.128], [0.720, 0.207, 1.001]],
  "lowdin_charge": [-0.1592, 0.9142, -0.3148, -0.2870, -0.0244, -0.2385, 0.1383, 0.0061, 0.0379, 0.1184, 0.0230, 0.0499, 0.0455, 0.1361, 0.1613, 0.1790, 0.1848, -1.0095, 0.2207, -0.4139, 0.0892, -0.4169, 0.1346, 0.2295, 0.0898, 0.1060]
}

---

{
  "formula": "C4H7BeNO2",
  "method": "wB97M-V/def2-TZVPD",
  "lumo_energy_ev": -4.1,
  "de_lowest_kj_mol": 227.23,
  "homo_lumo_gap_ev": 4.0,
  "elements": ["C", "C", "C", "N", "C", "O", "O", "H", "H", "H", "H", "H", "H", "H", "Be"],
  "xyz": [[-0.825, 1.444, 0.060], [0.624, 0.813, -0.364], [0.944, -0.439, 0.612], [1.373, -1.675, -0.078], [0.329, -2.212, -0.939], [-0.328, -3.245, -0.551], [0.008, -1.725, -2.197], [-0.923, 1.442, 1.215], [-0.863, 2.531, -0.332], [-1.637, 0.799, -0.444], [1.382, 1.663, -0.163], [0.696, 0.582, -1.483], [1.807, -0.104, 1.307], [0.020, -0.590, 1.303], [-2.606, 0.717, 2.055]],
  "atomic_forces_ev_per_a": [[1.236, -0.206, -1.218], [-0.660, 1.702, 0.195], [1.036, 0.371, 0.883], [-3.371, 0.409, -1.569], [-3.237, -1.110, -4.067], [3.069, 3.703, 0.015], [2.748, -1.325, 6.434], [0.333, 0.194, -2.064], [-0.173, -1.792, 0.692], [1.025, 1.120, 1.039], [-0.925, -1.669, -0.149], [-0.338, -0.053, 1.791], [-1.372, -0.836, -1.133], [1.237, -0.209, -1.361], [-0.608, -0.299, 0.513]],
  "lowdin_charge": [-0.2185, -0.1997, -0.2023, 0.2745, -0.6093, 0.1125, 0.0166, -0.1001, 0.0918, 0.0627, 0.1131, 0.1076, 0.1281, 0.1178, 0.3052]
}